Entry from the OMol25 dataset: a molecular structure, C38H41ClCsN4O4Sb (ωB97M-V/def2-TZVPD).

Computed properties:
- multiplicity = 1
- ΔE to the lowest compared entry with this formula, charge and spin (kJ/mol) = 55.4
- charge = -2
- E_LUMO (eV) = 3.7
- max |F| (eV Å⁻¹) = 0.4
- E_tot (Ha) = -2713.2713
- frontier orbital gap (Eh) = 0.214

Atoms and positions in Å:
Cs: 0.20 -0.58 0.39
O: -1.34 -1.35 -1.90
C: -0.53 -1.25 -2.89
C: -0.46 -2.31 -3.85
C: 0.45 -2.33 -4.88
C: 1.35 -1.28 -5.06
C: 1.29 -0.22 -4.18
C: 0.38 -0.16 -3.12
C: 0.46 1.03 -2.23
N: 1.58 1.62 -2.04
C: 1.68 2.84 -1.25
C: 1.00 2.94 0.12
N: 1.50 1.98 1.09
C: 2.17 2.39 2.08
C: 2.77 1.60 3.16
C: 3.74 2.28 3.91
C: 4.45 1.70 4.95
C: 4.16 0.37 5.26
C: 3.20 -0.33 4.58
C: 2.42 0.24 3.51
O: 1.49 -0.43 2.97
H: -1.15 -3.14 -3.70
H: 0.46 -3.18 -5.56
H: 2.06 -1.28 -5.88
H: 1.96 0.62 -4.28
H: -0.46 1.37 -1.74
H: 1.28 3.67 -1.84
H: 2.75 3.03 -1.10
H: -0.08 2.81 0.01
H: 1.16 3.97 0.47
H: 2.37 3.48 2.16
H: 3.95 3.31 3.64
H: 5.20 2.26 5.49
H: 4.71 -0.13 6.06
H: 2.97 -1.36 4.83
Cl: -7.07 3.71 -3.13
C: -5.37 3.72 -2.67
C: -4.47 4.56 -3.35
C: -3.16 4.58 -3.01
C: -2.60 3.77 -1.94
O: -1.38 3.81 -1.67
C: -3.56 2.91 -1.27
C: -3.24 2.02 -0.18
O: -2.17 1.82 0.38
C: -4.91 2.92 -1.66
H: -4.84 5.18 -4.16
H: -2.46 5.22 -3.54
H: -4.13 1.45 0.18
H: -5.60 2.26 -1.14
N: -0.85 -3.91 -0.38
C: 0.07 -4.80 -0.88
C: -0.12 -6.16 -0.85
C: 0.84 -7.05 -1.39
C: 1.98 -6.59 -1.98
C: 2.22 -5.19 -2.01
C: 3.36 -4.62 -2.62
C: 3.53 -3.27 -2.61
C: 2.58 -2.47 -1.95
N: 1.51 -2.96 -1.37
C: 1.30 -4.30 -1.43
H: -1.75 -4.31 -0.18
H: -0.93 -3.01 -0.88
H: -1.04 -6.56 -0.43
H: 0.64 -8.11 -1.35
H: 2.70 -7.26 -2.42
H: 4.08 -5.28 -3.10
H: 4.38 -2.80 -3.09
H: 2.70 -1.39 -1.91
C: -1.24 1.82 6.08
C: -0.61 1.35 4.78
Sb: -1.47 -0.36 3.77
C: -0.54 -1.96 4.90
C: 0.08 -1.59 6.25
C: -3.40 -0.38 4.82
C: -3.46 -0.89 6.26
H: -0.78 2.76 6.41
H: -1.09 1.09 6.88
H: -2.31 2.00 5.99
H: 0.44 1.11 4.91
H: -0.65 2.14 4.03
H: 0.23 -2.33 4.23
H: -1.29 -2.75 5.01
H: 0.81 -0.80 6.13
H: 0.59 -2.45 6.69
H: -0.67 -1.25 6.96
H: -4.05 -0.99 4.19
H: -3.79 0.63 4.76
H: -3.03 -1.90 6.35
H: -4.49 -0.95 6.63
H: -2.91 -0.25 6.94

Formally, the Mulliken partial charges of the atoms, in units of the elementary charge, are as follows: atom 1 (Cs): 1.5888, atom 2 (O): -1.0101, atom 3 (C): 0.2983, atom 4 (C): -0.3792, atom 5 (C): -0.4235, atom 6 (C): -0.5951, atom 7 (C): -0.6010, atom 8 (C): 0.7911, atom 9 (C): -1.5214, atom 10 (N): -0.4207, atom 11 (C): -0.8783, atom 12 (C): -0.3195, atom 13 (N): 0.2220, atom 14 (C): -0.6442, atom 15 (C): 1.1898, atom 16 (C): -0.6281, atom 17 (C): -0.7017, atom 18 (C): -0.4497, atom 19 (C): -0.5192, atom 20 (C): -0.3551, atom 21 (O): -0.4411, atom 22 (H): 0.3572, atom 23 (H): 0.3545, atom 24 (H): 0.3637, atom 25 (H): 0.3572, atom 26 (H): 1.2434, atom 27 (H): 0.3241, atom 28 (H): 0.3958, atom 29 (H): -0.0452, atom 30 (H): 0.3646, atom 31 (H): 0.0457, atom 32 (H): 0.2802, atom 33 (H): 0.3571, atom 34 (H): 0.3426, atom 35 (H): 0.4364, atom 36 (Cl): -0.3095, atom 37 (C): 0.1738, atom 38 (C): -0.4693, atom 39 (C): -0.7337, atom 40 (C): -0.0370, atom 41 (O): -0.5865, atom 42 (C): 1.3811, atom 43 (C): -0.3206, atom 44 (O): -0.4319, atom 45 (C): -0.7597, atom 46 (H): 0.3518, atom 47 (H): 0.3569, atom 48 (H): 0.0932, atom 49 (H): 0.3119, atom 50 (N): -0.2405, atom 51 (C): 0.5598, atom 52 (C): -0.7866, atom 53 (C): -0.4979, atom 54 (C): -1.0017, atom 55 (C): 1.0088, atom 56 (C): -0.7195, atom 57 (C): -0.9101, atom 58 (C): -0.3744, atom 59 (N): 0.3877, atom 60 (C): 0.0759, atom 61 (H): 0.2475, atom 62 (H): -0.1136, atom 63 (H): 0.3104, atom 64 (H): 0.3442, atom 65 (H): 0.3453, atom 66 (H): 0.3594, atom 67 (H): 0.4311, atom 68 (H): 0.4798, atom 69 (C): -1.0792, atom 70 (C): -0.4879, atom 71 (Sb): 0.2659, atom 72 (C): -0.8640, atom 73 (C): -0.9331, atom 74 (C): -0.9897, atom 75 (C): -0.8430, atom 76 (H): 0.4097, atom 77 (H): 0.1591, atom 78 (H): 0.2522, atom 79 (H): -0.0865, atom 80 (H): 0.6369, atom 81 (H): 0.3757, atom 82 (H): 0.5957, atom 83 (H): 0.1690, atom 84 (H): 0.3712, atom 85 (H): 0.1979, atom 86 (H): 0.4500, atom 87 (H): 0.3989, atom 88 (H): 0.2050, atom 89 (H): 0.3646, atom 90 (H): 0.1263

=====

Entry from the OMol25 dataset: 6 unconnected molecules or ions with the total composition C38H41F43NO6Si in a non-equilibrium geometry (ωB97M-V/def2-TZVPD).

Computed properties:
- multiplicity = 1
- charge = +1
- E_LUMO (eV) = -5.6
- max |F| (eV Å⁻¹) = 5.8
- E_tot (Ha) = -6561.8566
- frontier orbital gap (Eh) = 0.260

Atoms and positions in Å:
C: 1.45 -2.44 -1.90
C: -0.08 -2.91 -1.45
C: -1.01 -1.64 -0.92
C: -0.92 -1.34 0.72
C: -1.76 -0.09 1.39
C: -2.66 0.82 0.32
C: -3.52 2.11 0.90
C: -4.93 1.45 1.51
O: -5.81 1.25 0.33
Si: -6.34 -0.42 0.19
C: -4.93 -1.73 0.17
C: -7.21 -0.55 -1.57
C: -7.65 -0.96 1.51
C: -2.67 0.40 -1.30
N: -1.88 -0.79 -1.86
C: -1.96 -1.14 -3.36
F: -0.63 -0.95 -4.05
F: -2.52 -2.53 -3.58
F: -2.91 -0.23 -4.11
H: 1.46 -1.64 -2.75
H: 2.03 -3.41 -2.22
H: 1.92 -1.91 -0.94
H: 0.09 -3.61 -0.49
H: -0.61 -3.58 -2.24
H: -0.28 -1.99 1.47
H: -1.70 0.17 2.53
H: -2.88 2.63 1.74
H: -3.75 2.90 0.04
H: -4.72 0.43 2.06
H: -5.39 2.28 2.20
H: -4.47 -1.72 -0.92
H: -4.13 -1.54 1.01
H: -5.36 -2.81 0.34
H: -6.62 0.20 -2.27
H: -7.17 -1.66 -1.98
H: -8.31 -0.15 -1.47
H: -8.01 -2.05 1.19
H: -8.57 -0.22 1.60
H: -7.07 -1.10 2.52
H: -3.34 1.12 -1.98
C: 0.19 1.94 6.54
C: 1.61 1.60 7.03
C: 2.68 1.58 5.94
F: 2.43 0.65 4.99
F: 3.89 1.26 6.47
F: 1.57 0.43 7.72
F: 1.95 2.56 7.95
O: -0.67 0.82 6.29
C: -0.53 0.21 5.01
C: -0.01 -1.23 5.09
F: 1.18 -1.30 5.74
F: 0.18 -1.76 3.86
F: 0.24 1.00 4.22
F: -1.77 0.22 4.45
H: -0.30 2.48 7.36
H: 0.19 2.65 5.70
H: 2.78 2.55 5.46
H: -0.72 -1.87 5.63
C: -7.90 3.60 -0.18
C: -8.55 3.18 -1.51
C: -7.99 3.86 -2.75
F: -8.14 5.21 -2.72
F: -8.63 3.43 -3.87
F: -9.89 3.34 -1.42
F: -8.35 1.83 -1.64
O: -8.59 4.61 0.56
C: -8.33 5.95 0.17
C: -9.57 6.66 -0.40
F: -10.08 6.00 -1.47
F: -9.26 7.91 -0.84
F: -7.27 5.97 -0.68
F: -7.92 6.60 1.29
H: -7.93 2.72 0.47
H: -6.83 3.83 -0.29
H: -6.92 3.64 -2.88
H: -10.35 6.74 0.35
C: 1.90 1.69 0.08
C: 3.29 1.07 0.28
C: 3.88 1.25 1.68
F: 4.05 2.55 2.00
F: 5.12 0.68 1.75
F: 4.13 1.54 -0.68
F: 3.17 -0.28 0.04
O: 1.86 2.98 -0.52
C: 2.06 4.08 0.37
C: 3.35 4.85 0.07
F: 4.45 4.05 0.13
F: 3.55 5.85 0.98
F: 2.00 3.63 1.65
F: 0.99 4.90 0.20
H: 1.37 1.04 -0.63
H: 1.28 1.64 0.99
H: 3.26 0.78 2.44
H: 3.32 5.31 -0.92
C: 4.26 -8.86 -2.13
C: 4.01 -9.02 -0.62
C: 2.77 -8.32 -0.09
F: 2.81 -6.98 -0.28
F: 2.64 -8.52 1.25
F: 5.13 -8.64 0.05
F: 3.88 -10.37 -0.38
O: 5.18 -7.83 -2.51
C: 4.63 -6.52 -2.60
C: 5.22 -5.55 -1.56
F: 5.04 -6.00 -0.29
F: 4.62 -4.33 -1.63
F: 3.28 -6.60 -2.54
F: 4.93 -6.08 -3.85
H: 4.74 -9.78 -2.47
H: 3.33 -8.81 -2.71
H: 1.86 -8.71 -0.57
H: 6.29 -5.42 -1.72
C: 6.74 1.24 -2.36
C: 7.33 2.53 -2.94
C: 7.62 2.49 -4.44
F: 8.51 1.53 -4.77
F: 8.15 3.67 -4.86
F: 8.44 2.88 -2.24
F: 6.42 3.53 -2.72
O: 7.67 0.35 -1.73
C: 8.36 -0.53 -2.62
C: 9.87 -0.27 -2.67
F: 10.15 1.00 -3.04
F: 10.48 -1.08 -3.57
F: 7.77 -0.49 -3.84
F: 8.13 -1.79 -2.14
H: 6.08 1.55 -1.54
H: 6.08 0.72 -3.06
H: 6.70 2.32 -5.02
H: 10.33 -0.44 -1.69

These are the Mulliken partial charges, in e, on atoms 1 to 99: atom 1 (C): -0.3241, atom 2 (C): -1.0094, atom 3 (C): 0.3947, atom 4 (C): -0.3065, atom 5 (C): -0.2116, atom 6 (C): 0.5580, atom 7 (C): -0.8985, atom 8 (C): -0.3970, atom 9 (O): -0.3378, atom 10 (Si): 0.5429, atom 11 (C): -0.5016, atom 12 (C): -0.8983, atom 13 (C): -0.9391, atom 14 (C): -0.6289, atom 15 (N): 0.4766, atom 16 (C): 0.6537, atom 17 (F): -0.2064, atom 18 (F): -0.2207, atom 19 (F): -0.2361, atom 20 (H): 0.2687, atom 21 (H): 0.2298, atom 22 (H): -0.0339, atom 23 (H): 0.4043, atom 24 (H): 0.3601, atom 25 (H): 0.3672, atom 26 (H): 0.1557, atom 27 (H): 0.3709, atom 28 (H): 0.3500, atom 29 (H): 0.2973, atom 30 (H): 0.2999, atom 31 (H): 0.0173, atom 32 (H): 0.0032, atom 33 (H): 0.4544, atom 34 (H): 0.1408, atom 35 (H): 0.4182, atom 36 (H): 0.2359, atom 37 (H): 0.2997, atom 38 (H): 0.2695, atom 39 (H): 0.2696, atom 40 (H): 0.3542, atom 41 (C): -0.6494, atom 42 (C): 0.7700, atom 43 (C): 0.1429, atom 44 (F): -0.2098, atom 45 (F): -0.2871, atom 46 (F): -0.2704, atom 47 (F): -0.3228, atom 48 (O): -0.3952, atom 49 (C): 0.7400, atom 50 (C): 0.1262, atom 51 (F): -0.1971, atom 52 (F): -0.1862, atom 53 (F): -0.1096, atom 54 (F): -0.4493, atom 55 (H): 0.4284, atom 56 (H): 0.3023, atom 57 (H): 0.2912, atom 58 (H): 0.2620, atom 59 (C): -0.5150, atom 60 (C): 0.7887, atom 61 (C): 0.0982, atom 62 (F): -0.2237, atom 63 (F): -0.2804, atom 64 (F): -0.3004, atom 65 (F): -0.1896, atom 66 (O): -0.4385, atom 67 (C): 0.7195, atom 68 (C): 0.2109, atom 69 (F): -0.2087, atom 70 (F): -0.2523, atom 71 (F): -0.2772, atom 72 (F): -0.2942, atom 73 (H): 0.2718, atom 74 (H): 0.3563, atom 75 (H): 0.2613, atom 76 (H): 0.2473, atom 77 (C): -0.5301, atom 78 (C): 0.8436, atom 79 (C): 0.2314, atom 80 (F): -0.1933, atom 81 (F): -0.2773, atom 82 (F): -0.2352, atom 83 (F): -0.3081, atom 84 (O): -0.4170, atom 85 (C): 0.7337, atom 86 (C): 0.1368, atom 87 (F): -0.2079, atom 88 (F): -0.2671, atom 89 (F): -0.2251, atom 90 (F): -0.3010, atom 91 (H): 0.2434, atom 92 (H): 0.3035, atom 93 (H): 0.1227, atom 94 (H): 0.2847, atom 95 (C): -0.6519, atom 96 (C): 0.8302, atom 97 (C): 0.1043, atom 98 (F): -0.1778, atom 99 (F): -0.2848

=====

Entry from the OMol25 dataset: a molecular structure, C38H42CsN8O2SSe2 in a non-equilibrium geometry (ωB97M-V/def2-TZVPD).

Computed properties:
- multiplicity = 2
- ΔE to the lowest compared entry with this formula, charge and spin (kJ/mol) = 8.1
- charge = 0
- E_LUMO (spin up / spin down) (eV) = -0.3 / -0.3
- expectation value of S² = 0.76
- max |F| (eV Å⁻¹) = 2.7
- E_tot (Ha) = -7282.8503
- frontier orbital gap (spin up / spin down) (Eh) = 0.163 / 0.206

Atoms and positions in Å:
Cs: -1.91 0.81 -0.48
Se: -4.73 -1.83 0.64
Se: -5.78 -0.42 -1.45
C: -4.78 -1.54 -2.58
C: -5.20 -2.01 -3.80
C: -4.34 -2.87 -4.49
C: -3.14 -3.23 -3.88
C: -2.79 -2.65 -2.66
N: -3.54 -1.73 -2.04
C: -5.19 -0.53 1.91
C: -6.25 -0.81 2.83
C: -6.39 0.10 3.83
C: -5.45 1.14 4.00
C: -4.46 1.33 3.01
N: -4.34 0.51 1.92
H: -6.20 -1.71 -4.14
H: -4.56 -3.19 -5.53
H: -2.43 -3.89 -4.37
H: -1.80 -2.84 -2.25
H: -6.86 -1.71 2.69
H: -7.24 0.03 4.50
H: -5.53 1.78 4.89
H: -3.73 2.10 3.10
C: 3.40 -2.13 -0.87
C: 3.54 -1.48 -2.25
N: 4.56 -0.44 -2.28
C: 5.95 -0.86 -2.17
C: 6.60 -0.93 -3.53
C: 4.34 0.86 -2.71
O: 5.20 1.45 -3.37
C: 3.14 1.67 -2.26
C: 3.13 3.01 -2.73
C: 2.09 3.85 -2.39
C: 1.16 3.36 -1.52
N: 1.17 2.13 -0.99
C: 2.18 1.31 -1.29
H: 2.35 -2.52 -0.72
H: 3.58 -1.37 -0.09
H: 4.06 -2.98 -0.74
H: 2.58 -1.04 -2.57
H: 3.82 -2.22 -3.04
H: 6.01 -1.83 -1.64
H: 6.45 -0.08 -1.56
H: 5.89 -1.34 -4.25
H: 7.51 -1.54 -3.45
H: 6.94 0.05 -3.81
H: 3.95 3.33 -3.38
H: 1.92 4.87 -2.74
H: 0.36 3.99 -1.18
H: 2.23 0.42 -0.69
N: -0.27 4.06 4.46
C: -0.91 3.13 5.25
S: -2.45 3.34 5.81
N: -0.05 2.10 5.52
C: -0.40 0.90 6.14
C: -1.49 0.15 5.65
C: -1.67 -1.17 6.12
C: -0.84 -1.68 7.12
C: 0.07 -0.84 7.73
C: 0.36 0.41 7.23
H: -0.83 4.81 4.14
H: 0.38 3.65 3.78
H: 0.91 2.42 5.72
H: -2.20 0.66 5.00
H: -2.39 -1.78 5.68
H: -0.96 -2.71 7.48
H: 0.56 -1.24 8.61
H: 1.16 1.04 7.71
O: 0.01 1.58 2.44
N: 1.03 0.80 2.56
C: 2.32 1.26 2.41
C: 3.41 0.41 2.53
C: 3.14 -0.95 2.79
C: 1.81 -1.43 2.86
C: 0.78 -0.53 2.83
H: 2.42 2.34 2.23
H: 4.46 0.71 2.46
H: 3.98 -1.65 2.96
H: 1.61 -2.51 3.01
H: -0.27 -0.82 2.97
C: -0.60 -1.22 -7.31
C: -0.73 -0.40 -6.10
C: 0.06 -0.72 -4.99
C: -0.17 -0.08 -3.78
N: -1.10 0.85 -3.61
C: -1.77 1.23 -4.69
C: -1.66 0.64 -5.95
H: 0.05 -2.08 -7.13
H: -0.17 -0.63 -8.15
H: -1.55 -1.60 -7.67
H: 0.78 -1.52 -5.07
H: 0.39 -0.37 -2.89
H: -2.42 2.09 -4.54
H: -2.32 0.95 -6.75

Formally, the Mulliken partial charges of the atoms, in units of the elementary charge, are as follows: atom 1 (Cs): 0.9650, atom 2 (Se): -0.2288, atom 3 (Se): -0.2392, atom 4 (C): 0.1560, atom 5 (C): -0.5144, atom 6 (C): -0.2861, atom 7 (C): -0.5200, atom 8 (C): -0.5549, atom 9 (N): -0.1215, atom 10 (C): -0.0020, atom 11 (C): -0.6585, atom 12 (C): -0.2214, atom 13 (C): -0.4772, atom 14 (C): -0.4652, atom 15 (N): 0.1120, atom 16 (H): 0.3663, atom 17 (H): 0.3462, atom 18 (H): 0.4083, atom 19 (H): 0.4191, atom 20 (H): 0.3683, atom 21 (H): 0.3962, atom 22 (H): 0.3439, atom 23 (H): 0.4430, atom 24 (C): -1.2365, atom 25 (C): 0.0456, atom 26 (N): 0.3633, atom 27 (C): -0.6413, atom 28 (C): -1.0302, atom 29 (C): -0.0163, atom 30 (O): -0.6854, atom 31 (C): 0.9513, atom 32 (C): -0.6537, atom 33 (C): -0.5680, atom 34 (C): -0.5748, atom 35 (N): -0.1439, atom 36 (C): -0.9390, atom 37 (H): 0.3719, atom 38 (H): 0.1750, atom 39 (H): 0.4814, atom 40 (H): -0.2045, atom 41 (H): 0.4205, atom 42 (H): 0.3881, atom 43 (H): 0.3574, atom 44 (H): 0.2662, atom 45 (H): 0.3825, atom 46 (H): 0.2858, atom 47 (H): 0.4414, atom 48 (H): 0.4204, atom 49 (H): 0.4500, atom 50 (H): 0.8668, atom 51 (N): -0.4821, atom 52 (C): 0.0542, atom 53 (S): -0.2921, atom 54 (N): 0.1335, atom 55 (C): 0.5956, atom 56 (C): -0.0513, atom 57 (C): -0.6086, atom 58 (C): -0.6955, atom 59 (C): -0.3918, atom 60 (C): -0.7880, atom 61 (H): 0.2587, atom 62 (H): 0.2156, atom 63 (H): 0.3182, atom 64 (H): 0.1329, atom 65 (H): 0.5330, atom 66 (H): 0.4024, atom 67 (H): 0.3686, atom 68 (H): 0.2812, atom 69 (O): -0.7329, atom 70 (N): 1.0559, atom 71 (C): -0.3279, atom 72 (C): -0.7690, atom 73 (C): -0.2706, atom 74 (C): -0.9144, atom 75 (C): -0.3254, atom 76 (H): 0.4078, atom 77 (H): 0.4526, atom 78 (H): 0.3691, atom 79 (H): 0.4581, atom 80 (H): 0.5866, atom 81 (C): -1.5420, atom 82 (C): 1.1194, atom 83 (C): -0.4665, atom 84 (C): -0.3082, atom 85 (N): -0.0731, atom 86 (C): -0.6333, atom 87 (C): -0.4960, atom 88 (H): 0.3596, atom 89 (H): 0.3311, atom 90 (H): 0.3419, atom 91 (H): 0.3145, atom 92 (H): 0.1954, atom 93 (H): 0.4234, atom 94 (H): 0.4505